No. 1
50
Properties=species:S:1:pos:R:3 method="wB97M-V/def2-TZVPD" de_lowest_kcal_mol=0.0 charge=+2 spin_multiplicity=4
Mn 0.261 -0.609 0.726
C -0.704 -5.084 -2.603
N -0.667 -3.947 -1.690
C -1.800 -3.482 -0.894
C -1.156 -2.325 -0.187
O -1.608 -1.511 0.642
N 0.132 -2.201 -0.548
C 0.398 -3.186 -1.451
N 1.582 -3.350 -2.002
H -1.719 -5.469 -2.635
H -0.045 -5.881 -2.257
H -0.426 -4.775 -3.611
H -2.149 -4.236 -0.185
H -2.639 -3.160 -1.513
H 2.318 -2.677 -1.823
H 1.752 -4.075 -2.681
O 1.522 3.260 0.619
B 1.465 2.053 -0.002
O 0.385 1.899 -0.841
C -0.306 3.109 -0.710
C -1.473 3.500 -1.323
C -1.932 4.775 -0.997
C -1.238 5.598 -0.113
C -0.052 5.189 0.492
C 0.382 3.924 0.169
H -1.994 2.864 -2.024
H -2.842 5.138 -1.453
H -1.621 6.587 0.098
H 0.507 5.830 1.160
C -2.658 2.224 4.108
N -1.353 1.971 3.499
C -0.263 2.858 3.904
C -1.189 1.012 2.635
O -0.078 0.759 2.075
H -2.577 2.130 5.190
H -3.387 1.508 3.738
H -2.983 3.233 3.859
H -0.103 2.760 4.977
H -0.544 3.886 3.678
H 0.643 2.598 3.368
H -2.075 0.419 2.399
Te 2.736 0.356 0.543
C 3.203 -0.322 -1.382
C 4.219 -1.195 -1.657
C 4.304 -1.500 -3.046
C 3.357 -0.852 -3.778
S 2.345 0.122 -2.802
H 4.899 -1.587 -0.913
H 5.055 -2.147 -3.476
H 3.215 -0.874 -4.847

No. 2
91
Properties=species:S:1:pos:R:3 method="wB97M-V/def2-TZVPD" energy_ha=-1976.46497 charge=-1
C 4.425 2.868 1.622
C 3.433 1.695 2.268
N 2.875 0.745 1.210
C 1.364 0.788 1.144
C 0.775 0.951 -0.412
Al -1.258 1.445 -0.368
N -1.805 2.197 -2.091
O -1.491 2.830 0.940
C -2.411 -0.223 0.051
C -4.005 -0.037 -0.413
C -4.793 0.500 0.960
C -5.031 -0.682 2.119
C -5.760 -0.189 3.508
C -6.233 1.378 3.737
C -5.993 2.543 2.573
C -5.256 2.060 1.162
C 3.410 -0.617 1.601
C 4.753 -1.279 0.856
O 2.895 -1.390 2.598
H 5.541 2.460 1.508
H 4.492 3.744 2.419
H 4.049 3.213 0.569
H 4.149 1.055 2.976
H 2.621 2.158 2.972
H 0.883 1.704 1.737
H 0.827 -0.173 1.571
H 1.294 1.873 -0.927
H 0.915 -0.017 -1.057
H -1.304 3.126 -2.143
H -2.836 2.412 -1.972
H -2.107 3.549 0.566
H -1.930 -1.215 -0.374
H -2.396 -0.350 1.234
H -4.124 0.719 -1.303
H -4.420 -1.098 -0.759
H -4.646 -1.785 1.912
H -5.906 -0.994 4.350
H -6.721 1.638 4.790
H -6.306 3.660 2.750
H -5.056 2.893 0.332
H 5.707 -0.990 1.512
H 4.932 -0.859 -0.221
H 4.641 -2.442 0.924
C 7.425 -5.907 -1.662
O 6.104 -6.421 -1.533
C 5.303 -5.642 -0.639
C 4.373 -4.695 -1.407
O 5.114 -3.693 -2.109
C 5.253 -3.996 -3.492
H 7.887 -6.366 -2.540
H 7.436 -4.823 -1.792
H 8.011 -6.178 -0.777
H 5.933 -5.088 0.068
H 4.691 -6.344 -0.064
H 3.734 -4.172 -0.686
H 3.721 -5.250 -2.091
H 4.314 -3.779 -4.012
H 5.534 -5.040 -3.661
H 6.038 -3.357 -3.906
C -3.906 3.794 -8.213
O -2.799 4.638 -7.921
C -3.102 5.600 -6.905
C -2.548 5.166 -5.543
O -3.210 3.992 -5.063
C -2.442 2.814 -5.277
H -3.540 2.931 -8.775
H -4.399 3.432 -7.307
H -4.626 4.336 -8.833
H -4.182 5.784 -6.852
H -2.617 6.537 -7.198
H -2.744 5.963 -4.816
H -1.464 5.013 -5.588
H -1.638 2.761 -4.536
H -2.016 2.775 -6.284
H -3.096 1.948 -5.145
C -2.582 -0.930 4.770
O -1.725 -1.964 4.299
C -0.365 -1.533 4.187
C 0.470 -2.008 5.383
O 0.046 -1.379 6.595
C -0.785 -2.226 7.380
H -3.524 -1.384 5.089
H -2.153 -0.392 5.618
H -2.790 -0.228 3.956
H -0.309 -0.443 4.074
H 0.040 -1.985 3.276
H 1.513 -1.715 5.219
H 0.439 -3.099 5.477
H -0.170 -2.974 7.889
H -1.551 -2.726 6.779
H -1.285 -1.612 8.134